The following is a quantum chemistry calculation of a molecular structure, C82H180F6NO4P5S2, from the OMol25 dataset.

Atoms and positions in Å:
C  18.75075  20.27067  30.34142
C  19.19929  18.89569  29.87689
C  19.05589  17.79954  30.88705
C  19.78392  16.56370  30.37531
P  20.58678  15.55393  31.67808
C  19.83272  15.66092  33.28367
C  18.38866  15.28360  33.53986
C  18.02665  15.35410  34.97130
C  16.47065  15.44095  35.20859
C  20.54060  13.81775  31.18552
C  21.22937  13.50192  29.74615
C  20.84371  12.10682  29.23428
C  21.34839  10.99452  30.13509
C  22.31469  15.99481  31.81373
C  22.59835  17.42635  32.34209
C  24.17786  17.49003  32.60077
C  24.65558  18.88828  32.87403
H  19.32393  20.73710  31.15094
H  17.70576  20.23263  30.72439
H  18.86882  20.98514  29.50710
H  20.27293  18.98128  29.63220
H  18.65398  18.67498  28.98522
H  17.95699  17.58500  30.98967
H  19.44075  18.12290  31.84334
H  20.59766  16.74943  29.65489
H  19.11209  15.85923  29.86025
H  19.93950  16.68467  33.66585
H  20.43977  15.02903  33.92454
H  18.18247  14.34748  33.06127
H  17.82854  16.05844  33.03385
H  18.54015  16.19067  35.42441
H  18.24201  14.42290  35.47565
H  16.30248  15.71603  36.21362
H  16.01547  14.49787  34.97352
H  16.06996  16.20257  34.57628
H  19.52986  13.42799  31.25840
H  20.91248  13.16666  31.95801
H  22.33341  13.50440  29.92856
H  20.87226  14.30912  29.03048
H  21.27669  12.05595  28.21814
H  19.79354  12.13624  28.92311
H  22.42982  11.00943  30.12734
H  21.07400  9.98421  29.84298
H  20.97437  11.15517  31.14494
H  22.72925  15.79831  30.79998
H  22.79981  15.39109  32.54531
H  22.10951  17.69188  33.28520
H  22.30326  18.14413  31.57397
H  24.69324  17.07650  31.69683
H  24.33160  16.72939  33.40531
H  25.71272  18.84493  33.05762
H  24.36127  19.43444  33.78194
H  24.45881  19.53279  32.05747
C  18.25756  29.73514  24.40610
C  19.29307  30.84340  24.50113
C  20.53077  30.74283  23.58404
C  20.30129  30.38413  22.18021
P  21.83846  29.99909  21.22652
C  21.78788  30.70984  19.53461
C  20.88024  30.10495  18.40852
C  19.43038  30.12132  18.80509
C  18.47804  29.90934  17.61338
C  23.39075  30.47654  22.02039
C  23.79408  31.96037  21.86630
C  25.01359  32.44432  22.63576
C  26.25624  31.65418  22.23307
C  22.01534  28.23195  21.12608
C  22.13848  27.63383  22.53798
C  21.91859  26.11857  22.69644
C  22.84028  25.24399  21.79612
H  17.54938  29.88550  23.51440
H  17.62041  29.74086  25.29223
H  18.66867  28.74791  24.31963
H  19.62970  31.00609  25.53044
H  18.83296  31.80944  24.34898
H  21.21701  30.09202  24.07199
H  21.02056  31.74045  23.60242
H  19.81904  31.19320  21.60471
H  19.63070  29.52402  22.10328
H  22.78298  30.63169  19.10342
H  21.69057  31.78717  19.61249
H  21.09706  29.05544  18.07501
H  20.98465  30.71013  17.51937
H  19.18123  31.10022  19.28160
H  19.23728  29.42043  19.67866
H  18.81841  29.04611  17.00379
H  18.47677  30.75448  16.96615
H  17.37651  29.77222  17.77425
H  24.18986  29.79844  21.63963
H  23.30838  30.27832  23.04172
H  22.97784  32.73259  22.17156
H  24.05134  32.13451  20.83598
H  24.93459  32.41156  23.72254
H  25.15044  33.51157  22.43669
H  27.18368  32.20920  22.47224
H  26.28665  31.63897  21.14499
H  26.30990  30.61035  22.56324
H  22.89662  28.03039  20.49949
H  21.09248  27.85550  20.69727
H  21.41746  28.13101  23.19796
H  23.10165  27.95527  22.97227
H  20.91973  25.96887  22.38357
H  22.12112  25.86383  23.73376
H  22.86435  25.56280  20.75458
H  22.57025  24.14681  21.84290
H  23.89221  25.37273  22.18967
C  16.32254  29.69087  14.14815
C  17.54136  28.77874  13.81534
C  17.43260  27.36548  14.31925
C  18.61235  26.45246  13.82169
P  18.16007  24.69759  13.48430
C  16.50369  24.38630  14.15228
C  16.06576  22.89385  13.99455
C  14.55766  22.73207  14.29148
C  14.03189  21.29413  14.19017
C  18.23024  24.24674  11.70640
C  19.65049  24.04063  11.21584
C  19.82444  23.88547  9.68943
C  19.00343  22.67172  9.18854
C  19.33588  23.63585  14.39893
C  19.25853  23.96650  15.92544
C  20.56183  23.69115  16.65517
C  21.20514  22.25450  16.43080
H  16.50142  30.19343  15.10051
H  15.33568  29.15667  14.22665
H  16.18687  30.39320  13.34456
H  18.41898  29.18775  14.31660
H  17.71926  28.80248  12.72594
H  16.47932  26.96294  13.89697
H  17.32510  27.44560  15.38264
H  19.44408  26.43870  14.55227
H  19.06204  26.91388  12.88836
H  15.83451  25.02556  13.57576
H  16.48473  24.71068  15.22147
H  16.63736  22.31190  14.66932
H  16.27382  22.52281  12.94403
H  13.95288  23.35882  13.61014
H  14.36988  23.06589  15.30536
H  13.00114  21.34515  14.47437
H  14.62757  20.50295  14.76621
H  13.98082  20.88230  13.24297
H  17.67158  25.08275  11.22204
H  17.61499  23.32546  11.67324
H  20.02636  23.13304  11.73662
H  20.40637  24.81968  11.48975
H  20.84818  23.79637  9.44349
H  19.52175  24.79306  9.26276
H  19.11640  22.48420  8.11382
H  17.95584  22.80194  9.39724
H  19.45930  21.73683  9.55867
H  20.33774  23.85627  14.07378
H  19.13706  22.60946  14.05398
H  18.39508  23.53281  16.40443
H  19.03328  25.00855  16.01852
H  20.33454  23.77381  17.72071
H  21.37500  24.45727  16.54246
H  22.20214  22.24656  16.84833
H  21.36019  22.02236  15.35550
H  20.63761  21.45410  16.92174
C  13.25506  23.03252  28.04226
C  12.54798  22.27726  26.98507
C  12.77849  22.90013  25.58773
C  12.21647  22.13884  24.44934
P  12.63152  22.99937  22.88075
C  12.13832  24.71953  22.95598
C  10.66224  24.94010  23.47452
C  9.49917  24.19554  22.78360
C  8.11111  24.71924  23.12568
C  14.42280  23.12432  22.45221
C  15.26156  21.87335  22.55169
C  16.47821  22.05458  23.48555
C  17.52873  23.06590  22.90336
C  11.78944  22.22757  21.49496
C  12.20489  20.75168  21.28854
C  11.25919  20.11026  20.30061
C  11.64555  20.48956  18.85082
H  14.24494  22.60951  28.21045
H  12.76936  23.01291  29.00848
H  13.35617  24.13146  27.89802
H  11.46439  22.27267  27.22542
H  12.78295  21.17030  26.98440
H  13.88193  23.02450  25.46454
H  12.40265  23.86530  25.52276
H  11.19573  21.88724  24.54637
H  12.80341  21.21423  24.36682
H  12.13334  25.18782  21.91468
H  12.85254  25.14808  23.58782
H  10.47055  26.08349  23.42964
H  10.65924  24.84351  24.56087
H  9.60702  23.15328  23.16104
H  9.72061  24.14790  21.71937
H  8.01340  24.80917  24.21580
H  7.34692  23.95740  22.86837
H  7.92888  25.67745  22.63584
H  14.87227  23.79811  23.14942
H  14.41814  23.58666  21.43443
H  15.52421  21.65477  21.51269
H  14.56320  21.07946  22.90606
H  16.93260  21.08928  23.63649
H  16.06868  22.36289  24.49376
H  18.02705  23.80579  23.59922
H  16.97570  23.60856  22.17845
H  18.23420  22.42060  22.37183
H  12.03583  22.76121  20.56689
H  10.72116  22.14539  21.69885
H  12.05485  20.20629  22.23347
H  13.21494  20.61079  20.96551
H  10.21602  20.45322  20.44134
H  11.27164  18.93601  20.39934
H  11.01737  20.04036  18.09847
H  12.67332  20.43203  18.63777
H  11.48814  21.57857  18.76953
C  11.08409  11.43677  21.24524
C  12.33294  10.78499  20.81567
C  12.75057  10.92428  19.39300
C  13.32689  12.41870  19.24345
P  13.13342  13.12339  17.62076
C  14.22018  12.01050  16.56785
C  13.63257  10.70541  16.04073
C  14.58094  9.89492  15.24574
C  15.24755  10.70581  14.14985
C  11.34540  12.97471  17.21094
C  10.63460  14.34002  17.43100
C  9.38367  14.54116  16.60414
C  8.54836  13.31349  16.36464
C  13.71485  14.84110  17.38906
C  13.55925  15.43142  15.97956
C  14.15762  16.88837  15.91817
C  13.49724  17.83837  16.90666
H  10.24816  11.24784  20.54078
H  11.06622  12.50969  21.33794
H  10.66354  11.07872  22.17803
H  12.23465  9.72559  21.02275
H  13.12121  11.14222  21.46510
H  11.98949  10.72526  18.61997
H  13.60492  10.31965  19.08889
H  14.38434  12.50963  19.47708
H  12.73910  13.08609  19.87530
H  15.20369  11.88840  17.11543
H  14.52394  12.65311  15.73415
H  12.83920  10.99043  15.42525
H  13.17280  10.18421  16.88522
H  13.93436  9.13381  14.75286
H  15.33650  9.38396  15.79483
H  14.52263  11.26148  13.53793
H  15.78860  10.02775  13.46755
H  15.99254  11.39583  14.43317
H  10.88387  12.21271  17.85259
H  11.32715  12.63896  16.15538
H  11.27525  15.17726  17.17438
H  10.28391  14.49305  18.44933
H  9.60038  14.99847  15.64439
H  8.84049  15.37790  17.08146
H  8.06173  12.92578  17.27512
H  9.06105  12.44513  15.82905
H  7.69628  13.57484  15.75213
H  14.82512  14.78816  17.58970
H  13.21892  15.49465  18.11630
H  12.55263  15.54228  15.63673
H  14.06715  14.86928  15.17653
H  14.05958  17.09166  14.83270
H  15.24957  16.84362  15.99416
H  13.56463  18.90933  16.67378
H  13.82946  17.67214  17.89374
H  12.36075  17.62123  16.95415
C  17.56256  26.60725  20.82669
F  18.65182  27.35585  20.94068
F  17.64202  25.68472  21.83122
F  16.49373  27.32096  21.03574
S  17.38802  25.76806  19.17588
O  17.15396  26.80158  18.20431
O  18.56605  24.96070  19.01643
N  16.20792  24.78428  19.57089
S  15.43672  23.92708  18.47729
O  15.97306  23.83193  17.18974
O  14.91117  22.72096  19.02635
C  13.89350  24.95116  18.40287
F  14.17773  26.08342  17.76010
F  12.93727  24.26651  17.75052
F  13.41124  25.15356  19.65340

## Properties
LUMO: -5.252 eV
total charge: +4